No. 1
24
Properties=species:S:1:pos:R:3 method="wB97M-V/def2-TZVPD" e_above_lowest_kcal_mol=36.5 smiles="O=c1cc[nH]c(=O)[nH]1.c1ccccc1" homo_ev=-9.217 charge=0 orbital_gap_ev=9.51 fmax_ev_per_a=4.5
O 0.94378 -2.56279 1.83817
C 1.50895 -1.82936 1.02197
C 1.45390 -0.42118 0.66454
C 2.07965 -0.17122 -0.56844
N 3.07500 -0.87975 -0.99796
C 3.38596 -2.17915 -0.56819
O 4.34229 -2.75125 -0.98537
N 2.60938 -2.56437 0.53242
H 0.75192 0.31213 0.98864
H 1.79660 0.62875 -1.26796
H 3.52164 -0.75903 -1.91103
H 2.79464 -3.40122 1.04974
C -1.75323 1.16464 1.23848
C -0.97694 1.48941 0.14289
C -1.58558 1.69731 -1.10720
C -2.96465 1.62301 -1.22179
C -3.72823 1.26357 -0.11113
C -3.12487 1.04315 1.11995
H -1.29384 1.01183 2.20327
H 0.09922 1.55099 0.22871
H -0.95298 1.95140 -1.96713
H -3.47463 1.80039 -2.14306
H -4.80862 1.17924 -0.18941
H -3.69937 0.80351 2.00988



No. 2
136
Properties=species:S:1:pos:R:3 method="wB97M-V/def2-TZVPD" e_above_lowest_kcal_mol=91.8 smiles="CC(=O)N(C)C1=C(C(F)(F)C(F)(F)F)C(=O)C(I)=CC1=O.Fc1ccccc1.Fc1ccccc1.Fc1ccccc1.Fc1ccccc1.Fc1ccccc1.Fc1ccccc1.Fc1ccccc1.Fc1ccccc1.Fc1ccccc1" homo_ev=-8.987 charge=0 orbital_gap_ev=6.87 fmax_ev_per_a=5.0
C 2.78042 5.20034 0.42490
C 2.22367 4.77049 -1.02961
O 2.70133 5.43285 -1.99464
N 1.20079 3.72439 -1.23977
C 0.01890 4.20894 -2.02968
C 1.75444 2.49039 -1.81648
C 1.54530 1.27897 -1.08444
C 0.75030 1.23209 0.30668
F 0.92000 -0.01559 0.98640
F 1.14101 2.22634 1.22190
C -0.83556 1.29528 -0.06392
F -1.52270 0.31987 0.71664
F -1.05322 1.06240 -1.44966
F -1.35850 2.54179 0.34198
C 2.12808 -0.04704 -1.78418
O 1.71723 -1.20349 -1.48845
C 3.23671 0.00358 -2.94140
I 4.46605 -1.71270 -3.47212
C 3.43183 1.20179 -3.66248
C 2.52763 2.44625 -3.23449
O 2.42780 3.36575 -4.08793
H 2.47863 6.29683 0.62084
H 3.93292 5.21275 0.43380
H 2.36481 4.55491 1.26518
H 0.23985 5.06033 -2.74998
H -0.33102 3.31607 -2.67350
H -0.82165 4.42134 -1.28681
H 4.20253 1.21759 -4.49310
F -3.26152 -6.53806 2.05485
C -2.93252 -5.26493 1.77686
C -3.52258 -4.23760 2.49549
C -3.17898 -2.91967 2.21197
C -2.25686 -2.64421 1.20512
C -1.67416 -3.68431 0.48623
C -2.00926 -5.00287 0.77700
H -4.24451 -4.47087 3.27000
H -3.62942 -2.10839 2.77403
H -1.99258 -1.61677 0.98140
H -0.95909 -3.46790 -0.30038
H -1.55900 -5.82531 0.23362
F -4.71396 5.78796 -4.56138
C -4.24737 4.54200 -4.38773
C -3.92144 3.77670 -5.49634
C -3.43294 2.48687 -5.31602
C -3.28617 1.97343 -4.02963
C -3.62155 2.74961 -2.92405
C -4.09969 4.04349 -3.10308
H -4.05011 4.19024 -6.48970
H -3.16754 1.88210 -6.17629
H -2.90902 0.96531 -3.89002
H -3.51047 2.34687 -1.92299
H -4.35732 4.66511 -2.25360
F -8.05997 -1.98009 1.95967
C -7.98451 -3.25684 1.55117
C -6.74164 -3.82509 1.32067
C -6.66258 -5.14893 0.90235
C -7.82825 -5.88642 0.70908
C -9.07171 -5.30388 0.93896
C -9.15060 -3.98298 1.36790
H -5.84624 -3.23346 1.46828
H -5.69433 -5.60550 0.72644
H -7.76556 -6.91836 0.37838
H -9.97831 -5.87768 0.78424
H -10.10927 -3.51583 1.56023
F 3.00143 -1.17210 -6.82981
C 3.57118 -2.11061 -7.60329
C 3.73420 -1.86870 -8.95806
C 4.32884 -2.83886 -9.75817
C 4.74380 -4.04384 -9.19622
C 4.57042 -4.27750 -7.83527
C 3.98590 -3.30353 -7.03266
H 3.39761 -0.92852 -9.37900
H 4.46822 -2.65688 -10.81820
H 5.20360 -4.80173 -9.82214
H 4.89041 -5.21795 -7.39968
H 3.85097 -3.46506 -5.96953
F -4.23390 -4.20274 9.53185
C -4.29725 -4.85274 8.35918
C -3.24351 -4.74751 7.46509
C -3.30697 -5.42521 6.25199
C -4.42827 -6.19145 5.94265
C -5.48252 -6.28552 6.84647
C -5.41492 -5.61711 8.06431
H -2.38308 -4.13989 7.71981
H -2.48470 -5.35623 5.54780
H -4.47884 -6.71635 4.99380
H -6.35680 -6.87932 6.60237
H -6.22242 -5.68616 8.78360
F 5.32498 4.85824 3.01082
C 6.41203 5.62238 2.80706
C 6.30286 6.77162 2.03893
C 7.42672 7.56444 1.83265
C 8.64915 7.19356 2.38767
C 8.74796 6.03498 3.15303
C 7.62200 5.24739 3.36886
H 5.34525 7.04014 1.60803
H 7.35073 8.46942 1.23982
H 9.52651 7.81044 2.22252
H 9.69997 5.74600 3.58023
H 7.67866 4.34676 3.96927
F 10.00342 5.08559 5.66919
C 9.46636 5.13461 6.90043
C 10.25749 4.84050 7.99954
C 9.70334 4.89607 9.27404
C 8.36191 5.23465 9.43373
C 7.57600 5.52320 8.32196
C 8.13206 5.47859 7.04787
H 11.29719 4.57103 7.85499
H 10.31534 4.67527 10.14174
H 7.92935 5.27346 10.42821
H 6.53040 5.78281 8.44761
H 7.53743 5.70890 6.17173
F -11.89461 -7.03105 0.22911
C -11.81867 -8.30842 -0.17968
C -10.57569 -8.87613 -0.41038
C -10.49689 -10.20021 -0.82876
C -11.66228 -10.93774 -1.02185
C -12.90515 -10.35521 -0.79171
C -12.98438 -9.03459 -0.36277
H -9.68010 -8.28402 -0.26268
H -9.52904 -10.65681 -1.00485
H -11.60000 -11.96941 -1.35252
H -13.81207 -10.92965 -0.94645
H -13.94305 -8.56760 -0.17025
F 6.38034 7.31129 -1.98679
C 6.33403 6.65907 -3.16126
C 7.40056 6.76518 -4.04044
C 7.35530 6.08633 -5.25370
C 6.23968 5.31818 -5.57812
C 5.17221 5.22319 -4.68894
C 5.22120 5.89285 -3.47055
H 8.25662 7.37431 -3.77408
H 8.18754 6.15612 -5.94586
H 6.20337 4.79242 -6.52706
H 4.30226 4.62804 -4.94458
H 4.40184 5.82313 -2.76108



No. 3
14
Properties=species:S:1:pos:R:3 method="wB97M-V/def2-TZVPD" e_above_lowest_kcal_mol=21.3 homo_ev=-9.254 charge=0 orbital_gap_ev=9.54 fmax_ev_per_a=3.5
H 0.07865 1.82114 3.41062
N -0.57949 1.16871 3.00037
C -0.27782 0.67382 1.88941
N -0.90024 -0.52954 1.41148
S 0.92529 1.33505 0.64421
S 1.83652 0.01688 -0.55699
C 0.68182 -0.19429 -1.93480
N -0.28460 -1.11337 -1.42569
N 0.59718 0.46902 -3.00856
H 1.29472 1.28981 -3.08040
H -1.36188 -1.05581 2.12360
H -1.09240 -0.58666 0.42787
H -0.00216 -1.78167 -0.72755
H -0.91560 -1.51309 -2.17356



No. 4
49
Properties=species:S:1:pos:R:3 method="wB97M-V/def2-TZVPD" e_above_lowest_kcal_mol=35.0 homo_ev=-12.556 charge=+1 orbital_gap_ev=7.10 fmax_ev_per_a=1.2
Ir -1.49051 -0.28594 0.54499
F -4.29321 0.21524 1.06430
C -3.08162 0.23633 1.68001
F -2.92807 1.52638 2.12296
H -3.11689 -0.41841 2.55298
C -3.77132 1.12033 -1.65264
P -2.81229 -0.37668 -1.34580
C -3.97425 -1.75527 -1.22171
C -2.00997 -0.63844 -2.95387
H -4.31620 0.99192 -2.58966
H -3.08950 1.96617 -1.74824
H -4.47560 1.31992 -0.85222
H -4.58045 -1.77174 -2.12810
H -4.62439 -1.64458 -0.35783
H -3.42664 -2.69639 -1.14753
H -2.74541 -1.06766 -3.63576
H -1.16117 -1.30896 -2.87513
H -1.68206 0.31675 -3.36076
O -0.03993 -1.04337 4.63120
C 0.06887 -0.86516 3.44972
O -0.77294 -0.20629 2.65652
C 1.27728 -1.31666 2.65520
C 2.59436 -0.94429 2.88803
C 3.50553 -1.07656 1.84361
C 3.13943 -1.42919 0.56107
C 1.81212 -1.76961 0.38317
C 0.94262 -1.85993 1.43661
N 1.18869 -1.80152 -0.93086
O -0.06110 -1.66831 -0.92870
O 1.83802 -1.83944 -1.93777
N 4.92397 -0.71232 2.08156
O 5.24577 -0.48465 3.22374
O 5.64939 -0.66519 1.11198
H 2.91630 -0.53770 3.83732
H 3.84528 -1.40028 -0.25731
H -0.02858 -2.30703 1.29609
Se -0.33291 2.35671 1.96758
N -0.63832 1.53305 0.38020
C 0.46540 1.71813 -0.38769
C 0.62277 1.33125 -1.73921
C 1.82769 1.54021 -2.33840
C 2.90597 2.18577 -1.66252
C 2.75571 2.65252 -0.39816
C 1.51871 2.42777 0.26835
N 1.25199 2.84550 1.51199
H -0.18934 0.85343 -2.26220
H 1.96713 1.22108 -3.36356
H 3.84384 2.32825 -2.18214
H 3.53582 3.20485 0.10855



Quick rundown of lowest unoccupied orbital energy, same order as above: 0.29, -2.11, 0.29, -5.45 eV